A cluster of 5 separate species, C38H53BF12N2O12 in total, computed with ωB97M-V/def2-TZVPD.

XYZ file:
```
118
Properties=species:S:1:pos:R:3:forces:R:3
F 2.295272 2.242117 -1.885443 -0.1 0.5 0.0
F -1.452911 -4.237461 -4.402829 -0.3 -0.3 -0.2
F 0.491336 7.286308 8.472615 0.6 -0.2 0.0
F 6.816774 3.270686 5.086113 0.1 -0.5 -0.4
F 4.225879 3.072537 -2.366595 -0.4 0.5 0.0
F 6.565560 1.474612 6.257092 0.2 -0.2 -0.4
F -0.773046 -4.772129 -6.383741 -0.4 -0.2 0.1
F 1.024637 7.140732 6.390082 0.4 -0.1 0.3
F -0.321286 -6.047129 -4.703354 -0.6 -0.1 -0.2
F 4.987132 2.132229 4.943211 0.6 -0.4 -0.4
F 2.809375 2.673743 -3.937520 -0.2 0.4 0.2
F 1.737136 8.801549 7.574496 0.3 -0.3 0.1
O 2.871064 5.432442 -1.915803 0.3 -0.6 -0.1
O 8.261089 1.330131 3.897738 -0.6 0.2 0.5
O 2.945874 6.178298 9.049163 -0.5 0.3 -0.1
O -3.367054 2.079682 -1.023896 0.5 -1.4 1.1
O 6.312479 0.471003 3.180381 -0.3 0.3 0.5
O -9.728413 -1.058257 0.694048 1.0 -1.2 -1.7
O -3.575148 -5.197356 -5.748751 0.8 0.1 0.0
O -2.676416 -7.241245 -5.488526 0.6 0.3 0.1
O 3.610838 6.669338 6.958753 -0.6 0.4 0.2
O -5.258053 0.083716 -1.614634 0.4 -0.5 1.0
O -10.212512 -3.402881 0.135559 1.2 1.5 -0.4
O 1.142893 4.614402 -3.098393 0.5 -0.6 0.2
N -7.743541 -4.171392 -2.981778 -0.6 0.1 -0.3
N -7.352987 -5.335892 0.661128 0.2 -0.1 -0.1
C -4.708946 -1.226781 -1.790808 0.0 -1.3 -1.2
C 1.810133 -1.782989 1.725179 1.2 0.1 0.2
C 6.323113 2.013597 5.048161 -0.9 1.1 1.2
C 4.148518 -1.105447 1.006358 -0.1 -1.2 -1.0
C -1.482012 1.083521 -2.205165 0.5 -1.4 1.4
C 4.856180 5.990847 7.195926 0.6 -0.5 0.0
C 0.522725 -3.376423 -0.884748 0.3 0.0 -1.0
C 8.963110 0.562027 2.905320 0.4 -0.3 -0.6
C -4.363329 1.842847 -0.029251 -1.6 0.9 0.0
C -0.951476 -0.777152 -0.062432 0.2 0.5 -1.7
C 2.344023 4.536740 -2.511118 -0.9 1.1 0.0
C -5.498650 -2.382079 -1.062225 0.6 0.3 0.2
C 1.056826 -1.984185 -1.407580 -0.9 -0.1 -1.5
C 4.690420 4.490901 7.061865 -0.4 -0.1 0.1
C 8.878138 1.226853 1.546230 -0.3 0.2 0.0
C -4.851722 -5.792868 -6.044721 -0.8 -0.3 0.0
C 2.747775 6.685336 7.982265 1.3 -0.6 0.0
C 3.481429 -3.512452 0.601084 -1.6 0.3 -0.2
C 1.004689 6.877272 -3.981003 0.3 -0.1 -0.1
C -5.557210 -6.216223 -4.772987 0.3 -0.1 0.3
C -2.038486 0.194806 0.081298 0.7 0.2 -1.7
C 0.464837 5.876105 -2.979647 -0.4 0.6 -0.1
C -7.070552 -2.293565 -1.202047 -0.5 -0.5 0.4
C 1.495139 7.477391 7.606396 -1.4 0.7 -0.4
C -7.640230 -3.270228 -2.279179 1.9 1.4 1.8
C 2.468288 -1.521284 -0.851437 -0.4 0.5 0.7
C -7.701215 -2.701386 0.219285 0.3 -1.2 0.2
C 6.930956 1.180991 3.919798 1.0 -0.7 -0.9
C -7.469246 -4.216589 0.439786 -0.5 2.3 0.0
C -0.085276 -0.894664 -1.266114 -1.9 2.2 0.5
C -1.276561 -5.277949 -5.242113 1.4 0.7 0.4
C -2.574299 -6.048068 -5.491155 -1.4 -0.3 -0.4
C -2.344319 1.137028 -1.003946 2.5 -1.6 -1.0
C -5.215271 0.519820 -0.255933 0.4 -0.1 1.2
C 2.923004 3.131599 -2.674919 0.8 -1.5 -0.3
C 1.251743 -2.174016 -2.995623 0.6 0.0 0.8
C -0.381680 0.102116 -2.337996 -1.6 0.4 2.1
C 2.891952 -2.023517 0.584495 1.3 0.6 0.8
B -9.279811 -2.356281 0.345322 -1.3 -0.5 0.3
H 5.001730 -1.471036 0.354509 -0.7 0.7 0.7
H 1.252588 -0.832833 1.523289 0.2 -1.0 0.2
H -0.588578 5.682890 -3.186114 0.2 -0.3 0.0
H 1.749607 -3.166664 -3.195269 -0.4 1.0 0.2
H -2.661551 0.197696 1.007302 0.8 -0.1 -0.9
H -5.641987 -5.374251 -4.084304 -0.2 0.0 -0.1
H 3.293714 -1.746412 -1.593128 -0.9 -0.1 0.8
H 0.280939 -2.149951 -3.554459 0.9 0.0 0.5
H 0.529023 6.252255 -1.956745 0.2 -0.1 0.0
H -5.114735 -3.375968 -1.417653 -0.4 1.0 0.2
H -5.220976 -2.324554 0.033650 -0.6 -0.2 -1.1
H -7.372582 -1.238990 -1.435379 0.3 -0.9 0.0
H -4.792208 -0.255447 0.455299 -0.5 0.5 -1.1
H 10.004266 0.517149 3.227001 -0.2 0.2 0.3
H -1.669072 1.809689 -3.040244 0.2 -0.8 1.0
H 8.589688 -0.463589 2.877887 -0.2 0.2 0.1
H 0.435941 7.807142 -3.940181 0.0 -0.1 0.0
H 1.355706 -4.123878 -1.040471 -1.0 0.7 0.5
H -4.736168 -6.626253 -6.740726 0.2 0.0 0.1
H 1.164099 -2.672194 1.942225 0.3 0.9 -0.5
H 4.259951 4.238275 6.091879 0.1 0.1 0.0
H 3.971762 -0.018614 0.800784 0.2 -0.9 0.5
H 0.951499 6.472362 -4.993795 -0.1 0.0 0.1
H 4.170250 -3.685213 1.467010 -0.4 0.3 -0.9
H 9.475672 0.682669 0.813763 0.0 0.0 0.1
H 3.940314 -3.719963 -0.403795 -0.1 0.1 1.1
H -6.269036 0.707572 0.095772 0.9 0.0 -0.3
H -4.747883 -1.459779 -2.898480 0.0 0.6 1.1
H 5.265426 6.267018 8.169815 -0.3 0.0 0.0
H 0.129628 -3.374026 0.161126 0.5 -0.1 -0.9
H -9.221709 -0.436756 0.131911 -0.2 0.0 0.9
H 2.434263 -0.388213 -0.791125 0.0 -1.2 -0.1
H -7.184083 -2.158869 1.067137 -0.2 -0.5 -1.1
H 4.417690 -1.341652 2.066841 -0.2 0.6 -0.9
H 1.952622 -1.346451 -3.309740 -0.9 -0.9 -0.2
H -3.973321 1.899662 1.032921 -0.2 -0.3 -1.2
H 5.649656 3.984967 7.166015 0.0 0.1 0.0
H -4.999255 -6.997605 -4.253858 0.0 0.0 -0.1
H 5.555347 6.350715 6.439972 -0.3 0.2 -0.1
H 9.235310 2.257315 1.601179 0.1 -0.1 0.0
H -10.638415 -3.254767 -0.729367 -0.3 -0.2 0.7
H -3.625615 -1.290491 -1.501168 -0.9 0.2 -0.1
H -5.091804 2.705813 -0.108944 1.0 -0.8 -0.1
H -0.758635 -1.508738 0.766818 -0.4 1.0 -0.9
H -6.555667 -6.594992 -4.993262 0.0 0.1 0.0
H -0.295767 -3.700142 -1.599111 0.7 0.4 1.0
H 2.403324 -1.596069 2.672990 -0.8 -0.3 -0.9
H 2.053312 7.105784 -3.783672 -0.1 0.0 0.1
H 4.011523 4.100999 7.822427 0.1 0.1 0.1
H 2.617866 -4.228812 0.723540 1.0 0.6 -0.1
H 0.200916 0.161112 -3.284374 -0.5 -0.2 1.0
H 7.847348 1.265249 1.189917 0.1 -0.1 0.0
H -5.440655 -5.028548 -6.553325 0.3 0.2 0.1
```
Positions in Å, forces in eV/Å.

Results
SMILES	CC(C)(C)CC(C)(C)c1ccc(OCCOCC[C@@H](C#N)[C@H](C#N)B(O)O)cc1.CCOC(=O)C(F)(F)F.CCOC(=O)C(F)(F)F.CCOC(=O)C(F)(F)F.CCOC(=O)C(F)(F)F
E_LUMO	-0.12	eV
largest force on an atom	3.14	eV/A
frontier orbital gap	8.29	eV
HOMO	-8.41	eV
energy	-101101.525	eV

Results of the Mulliken charge analysis, in e, for atoms 1 through 99:
1 F -0.225
2 F -0.243
3 F -0.240
4 F -0.278
5 F -0.264
6 F -0.272
7 F -0.267
8 F -0.247
9 F -0.256
10 F -0.265
11 F -0.264
12 F -0.252
13 O -0.519
14 O -0.338
15 O -0.503
16 O -0.472
17 O -0.494
18 O -0.492
19 O -0.316
20 O -0.514
21 O -0.332
22 O -0.470
23 O -0.528
24 O -0.261
25 N -0.499
26 N -0.484
27 C 0.260
28 C -1.456
29 C 1.201
30 C -1.720
31 C -0.853
32 C -0.329
33 C -1.671
34 C -0.178
35 C -0.794
36 C -0.069
37 C 0.337
38 C -1.090
39 C 2.836
40 C -0.877
41 C -1.085
42 C -0.249
43 C 0.365
44 C -1.572
45 C -1.122
46 C -0.959
47 C -0.918
48 C -0.227
49 C 0.611
50 C 0.878
51 C -0.181
52 C -1.401
53 C -0.061
54 C 0.127
55 C 0.015
56 C -0.210
57 C 0.947
58 C 0.305
59 C 0.615
60 C -0.006
61 C 0.885
62 C -1.792
63 C -0.369
64 C 2.226
65 B 0.450
66 H 0.363
67 H 0.248
68 H 0.319
69 H 0.407
70 H 0.207
71 H 0.123
72 H 0.408
73 H 0.265
74 H 0.325
75 H 0.508
76 H 0.368
77 H 0.445
78 H 0.119
79 H 0.314
80 H 0.431
81 H 0.307
82 H 0.372
83 H 0.413
84 H 0.328
85 H 0.283
86 H 0.287
87 H 0.261
88 H 0.308
89 H 0.380
90 H 0.378
91 H 0.315
92 H 0.336
93 H 0.373
94 H 0.312
95 H 0.229
96 H 0.330
97 H 0.060
98 H 0.248
99 H 0.458



A structure of composition C38H53CsN5O4P3S4, computed with ωB97M-V/def2-TZVPD.

XYZ file:
```
108
Properties=species:S:1:pos:R:3:forces:R:3
Cs 1.610050 -1.300211 -1.188834 -0.5 0.7 -0.5
S 1.069524 0.516746 -4.240399 0.0 -0.1 0.0
S -0.913226 0.258299 -6.407326 -0.1 0.0 0.1
S 0.368909 -3.023995 -3.811745 -0.1 -0.1 -0.1
S -1.562596 -2.518486 -5.988517 0.0 0.0 0.0
P -0.539344 -1.290691 1.894809 0.1 0.0 0.0
P -2.187509 2.322336 -1.280163 0.0 0.1 -0.1
P -1.347425 -3.205585 -0.573626 0.0 -0.1 0.0
O 3.260565 -2.499820 0.472140 0.6 -0.5 0.6
O 2.102430 1.064843 1.825850 0.1 0.0 0.0
O -2.757342 -1.016604 -7.814087 -0.1 0.0 0.1
O -1.118951 1.474762 -0.715102 -0.1 -0.1 0.2
N -1.508100 3.573369 -2.133985 0.0 0.0 0.0
N 3.740387 -0.860650 2.580262 0.0 0.0 0.0
N -3.309043 1.684301 -2.307662 0.0 0.0 0.0
N 4.584899 -1.698530 2.996296 0.1 0.0 0.0
N -3.156234 2.912666 -0.047161 0.0 0.0 0.0
C -0.764443 -0.213252 3.374031 0.0 0.0 0.0
C 4.521930 -4.460736 0.439801 0.0 0.0 0.0
C 4.133113 -3.185533 1.047177 -0.1 -0.1 0.0
C -2.268022 4.473344 -3.005697 0.0 0.0 0.0
C -2.059336 -4.647511 -1.457822 0.0 0.0 0.0
C 5.438642 -5.282447 0.979921 0.0 0.0 0.0
C -1.266084 4.942537 -4.077109 0.0 0.0 0.0
C -0.322248 -1.850882 -4.902348 0.0 0.0 0.0
C 7.396052 -4.303960 4.579911 0.0 0.0 0.0
C 4.324812 0.461763 4.614956 0.0 0.0 0.0
C -0.122172 3.931468 -3.994218 0.0 0.0 0.0
C -3.775081 0.099813 -4.041520 0.0 0.0 0.0
C -2.429599 3.339280 1.164406 0.0 0.0 0.0
C 5.784387 -3.735412 2.845939 0.0 0.0 0.0
C 6.464860 -3.443018 4.052670 0.0 0.0 0.0
C -1.934220 -1.076582 -6.915173 0.1 -0.1 -0.2
C -4.416927 0.839867 -1.850134 0.0 0.0 0.0
C 0.436133 -2.639958 2.667863 0.0 0.0 0.0
C 4.801297 -2.845544 2.275370 -0.1 0.0 0.0
C 3.640769 0.280424 3.418821 0.0 0.0 0.0
C 3.299181 2.603042 4.940348 0.0 0.0 0.0
C -3.230981 4.526768 1.705732 0.0 0.0 0.0
C 4.161301 1.611782 5.376109 0.0 0.0 0.0
C -3.877922 5.107539 0.450062 0.0 0.0 0.0
C 2.761497 1.293953 2.984251 -0.1 0.0 0.0
C 6.108000 -4.954263 2.206249 0.0 0.0 0.0
C -0.085913 3.567435 -2.517904 0.0 0.0 0.0
C -5.003233 0.313048 -3.154173 0.0 0.0 0.0
C -2.191822 -1.844482 -1.460503 0.0 0.0 0.0
C -2.367439 -3.280703 0.976831 0.0 0.0 0.0
C 2.599042 2.446664 3.748202 0.0 0.0 0.0
C 1.250475 2.082088 1.334075 0.0 0.0 0.0
C -2.790955 1.195685 -3.614734 0.0 0.0 0.0
C -4.259626 3.841546 -0.309282 0.0 0.0 0.0
C 7.709014 -5.511547 3.937143 0.0 0.0 0.0
C -2.238081 -2.036777 1.865704 0.0 0.0 0.0
C 7.063448 -5.818863 2.763866 0.0 0.0 0.0
C -0.040501 -0.536180 -5.076839 0.0 0.0 0.0
H -4.067872 0.014136 -1.221186 0.0 0.1 0.0
H -5.582259 -0.599335 -3.004514 0.0 0.0 0.0
H -3.337033 -0.883224 -3.868589 0.0 0.0 0.0
H -5.133645 1.424050 -1.271237 0.0 0.0 0.0
H 0.349252 2.584601 -2.348599 0.0 0.0 0.0
H -3.419993 -3.460502 0.727177 0.0 0.0 0.0
H -1.980160 -0.887153 -0.975357 0.0 0.0 0.0
H 0.828276 4.330192 -4.349518 0.0 0.0 0.0
H -3.116757 3.942927 -3.445676 0.0 0.0 0.0
H 0.466624 4.317864 -1.936729 0.0 0.0 0.0
H -0.022044 -3.015737 3.588315 0.0 0.0 0.0
H -1.746554 -5.575145 -0.973985 0.0 0.0 0.0
H 8.444726 -6.186142 4.357943 0.0 0.0 0.0
H -4.006730 4.179420 2.393283 0.0 0.0 0.0
H 0.803718 1.707913 0.417822 0.0 0.0 0.0
H -2.600385 5.236414 2.241612 0.0 0.0 0.0
H -1.774294 -1.811336 -2.470700 0.0 0.0 0.0
H -2.562736 -2.262657 2.888685 0.0 0.0 0.0
H -2.667934 5.328770 -2.447995 0.0 0.0 0.0
H 5.692059 -6.219244 0.492077 0.0 0.0 0.0
H -4.729222 5.758149 0.656322 0.0 0.0 0.0
H 1.928137 3.225932 3.417868 0.0 0.0 0.0
H -3.138270 5.670796 -0.125397 0.0 0.0 0.0
H -1.448737 0.603468 3.134206 0.0 0.0 0.0
H 0.551375 -3.456048 1.953028 0.0 0.0 0.0
H -2.354104 2.521189 1.881573 0.0 0.0 0.0
H -2.765508 2.019337 -4.332839 0.0 0.0 0.0
H 7.283935 -6.745121 2.242438 0.0 0.0 0.0
H 1.812262 3.001632 1.136413 0.0 0.0 0.0
H -1.659065 -4.628146 -2.473428 0.0 0.0 0.0
H -5.198631 3.437305 0.090872 0.0 0.0 0.0
H -1.409452 3.643957 0.909994 0.0 0.0 0.0
H -3.152691 -4.607275 -1.489353 0.0 0.0 0.0
H 0.442430 2.297509 2.040784 0.0 0.0 0.0
H -1.725070 4.982053 -5.065688 0.0 0.0 0.0
H -1.161667 -0.770094 4.228190 0.0 0.0 0.0
H 3.160948 3.506087 5.523162 0.0 0.0 0.0
H -2.895008 -1.245856 1.488206 0.0 0.0 0.0
H 7.895688 -4.043594 5.506603 0.0 0.0 0.0
H -0.907495 5.947378 -3.837288 0.0 0.0 0.0
H -5.664620 1.067579 -3.590095 0.0 0.0 0.0
H -1.771214 0.811411 -3.524565 0.0 0.0 0.0
H -3.273486 -2.010428 -1.511562 0.0 0.0 0.0
H 4.014287 -4.705491 -0.485978 0.0 0.0 0.0
H 4.706139 1.729422 6.305170 0.0 0.0 0.0
H -2.015397 -4.160317 1.525626 0.0 0.0 0.0
H -4.398777 3.993783 -1.379195 0.0 0.0 0.0
H 1.437897 -2.258238 2.876928 0.0 0.0 0.0
H -0.331411 3.025527 -4.566490 0.0 0.0 0.0
H 6.233831 -2.516201 4.556797 0.0 0.0 0.0
H -4.009123 0.164061 -5.102807 0.0 0.0 0.0
H 4.991229 -0.327680 4.933141 0.0 0.0 0.0
H 0.198235 0.218997 3.651829 0.0 0.0 0.0
```
Positions in Å, forces in eV/Å.

Results
charge	-2
E_LUMO	3.45	eV
ΔE to the lowest compared entry with this formula, charge and spin	0.4545	eV
largest force on an atom	1.00	eV/A
frontier orbital gap	4.19	eV
HOMO	-0.74	eV
energy	-127667.663	eV

Results of the Mulliken charge analysis, in e, for atoms 1 through 99:
1 Cs 1.345
2 S -0.401
3 S -0.246
4 S -0.393
5 S -0.268
6 P 0.818
7 P -1.090
8 P 0.181
9 O -0.523
10 O -0.356
11 O -0.709
12 O -0.241
13 N 0.573
14 N 0.191
15 N 0.439
16 N -0.357
17 N 0.344
18 C -1.189
19 C -0.849
20 C 0.117
21 C -0.485
22 C -1.279
23 C -0.920
24 C -0.730
25 C 0.106
26 C -0.756
27 C 0.072
28 C -0.287
29 C -0.527
30 C 0.105
31 C 0.682
32 C -0.046
33 C 0.620
34 C -0.035
35 C -1.222
36 C -0.163
37 C 0.276
38 C -0.645
39 C -0.786
40 C -0.960
41 C -0.741
42 C 0.569
43 C 0.922
44 C -0.276
45 C -0.874
46 C 0.528
47 C -1.197
48 C -0.848
49 C -0.934
50 C -0.086
51 C -0.726
52 C -0.473
53 C -0.990
54 C -0.809
55 C -0.420
56 H -0.108
57 H 0.418
58 H -0.020
59 H 0.244
60 H -0.045
61 H 0.562
62 H -0.493
63 H 0.462
64 H 0.410
65 H 0.286
66 H 0.386
67 H 0.396
68 H 0.356
69 H 0.364
70 H 0.131
71 H 0.380
72 H -0.439
73 H 0.588
74 H 0.093
75 H 0.311
76 H 0.463
77 H 0.379
78 H 0.188
79 H 0.186
80 H 0.292
81 H -0.268
82 H 0.195
83 H 0.333
84 H 0.644
85 H 0.273
86 H 0.438
87 H 0.159
88 H 0.330
89 H 0.309
90 H 0.342
91 H 0.501
92 H 0.357
93 H 0.207
94 H 0.366
95 H 0.341
96 H 0.298
97 H 0.037
98 H 0.384
99 H 0.466